[1]
Molecular formula: C5H7NO
Method: DFT, ωB97M-V/def2-TZVPD

- LUMO energy (eV) = 1.0
- electronic energy (hartree) = -324.6752
- ΔE to the lowest compared entry with this formula, charge and spin (kcal per mole) = 30.9
- HOMO-LUMO gap (eV) = 10.809
- charge = 0
- SMILES string = [H]/N=C1\OC[C@H]2C[C@@H]12
- 2S+1 = 1
- highest occupied orbital energy (eV) = -9.8
- largest force on an atom (eV/Å) = 0.6

The geometry in XYZ format:
```
14
C5H7NO, DFT ωB97M-V/def2-TZVPD
H 1.586 2.004 -0.222
N -1.839 0.239 1.695
C 1.024 -0.159 -0.491
C 0.402 0.460 0.732
C -1.008 -0.017 0.781
C -0.026 -1.180 -0.907
H 0.921 0.586 1.671
O -1.267 -0.779 -0.327
C 0.758 1.326 -0.444
H 0.005 1.769 -1.088
H -0.210 -1.388 -1.967
H 0.334 -2.083 -0.392
H 2.041 -0.535 -0.551
H -2.719 -0.243 1.512
```


[2]
Molecular formula: C18H50N13O28S
Method: DFT, ωB97M-V/def2-TZVPD

- LUMO energy (eV) = 1.3
- electronic energy (hartree) = -3931.1837
- ΔE to the lowest compared entry with this formula, charge and spin (kcal per mole) = 0.0
- HOMO-LUMO gap (eV) = 3.265
- charge = -1
- 2S+1 = 1
- highest occupied orbital energy (eV) = -2.0
- largest force on an atom (eV/Å) = 1.4

The geometry in XYZ format:
```
110
C18H50N13O28S, DFT ωB97M-V/def2-TZVPD
O -4.777 1.834 3.980
H 0.567 3.089 -1.718
N 2.850 -8.051 -3.780
N -2.694 -2.078 -4.639
O -3.518 1.150 8.618
H -0.817 3.781 -2.629
H -1.946 6.493 -0.619
H -4.524 1.926 6.969
O 1.094 -9.496 0.282
O -3.711 -1.417 -4.582
N 0.625 -8.382 0.171
H -0.089 -1.107 -0.827
O -4.754 3.692 5.071
H 3.983 0.959 -0.744
C -1.246 0.958 8.157
N 0.292 2.319 -3.630
C 3.222 -0.586 5.354
H 3.870 -0.746 6.211
C 2.059 -7.024 -3.046
H -1.627 -0.318 -5.065
H -6.248 2.201 6.572
H 3.563 -1.156 4.494
H -1.118 -7.239 -0.078
N -2.551 2.990 0.954
O 4.458 -0.495 0.901
C 3.845 -2.012 -3.623
O 4.137 -2.884 2.831
C -0.853 -8.287 0.007
H 3.293 -5.874 3.507
H -3.858 7.228 -4.490
N 1.884 -1.114 5.731
N 3.944 -4.073 2.662
H 0.977 1.378 -7.749
O -2.636 -3.278 -4.472
H -1.116 -8.838 -0.891
H -3.177 5.608 -4.843
N -2.555 0.401 8.596
H -1.743 8.258 -0.864
C 3.240 1.243 0.004
C -5.309 1.774 6.232
H -1.231 -1.782 0.370
H -3.702 4.587 1.615
O 2.144 3.582 -9.425
H -0.915 2.130 -1.933
H 4.331 -1.064 1.668
H -3.761 3.141 2.677
O -3.673 8.679 0.511
H 0.240 1.782 0.221
C -1.418 -1.372 -4.943
O 4.153 -4.667 1.631
C -1.804 7.457 -0.138
H -0.741 -1.538 -4.110
N 1.329 3.258 -8.585
H -0.933 7.435 0.509
H 2.701 1.844 -7.868
H -1.306 -8.742 0.882
O -2.584 -0.766 8.907
O 3.049 -7.879 -4.966
O 3.246 -9.003 -3.141
H 0.160 -0.443 2.119
H 2.683 -6.633 -2.250
H 1.778 -6.240 -3.739
H 1.275 1.432 1.575
H 3.129 0.467 5.116
C -0.270 2.876 -2.378
H 2.457 -4.397 4.087
O 1.053 3.023 -4.267
H 1.650 2.590 -6.625
C 1.940 0.642 -0.383
O 2.230 -3.697 -3.563
C -0.244 -1.352 0.219
O -3.406 6.933 -1.961
N -4.917 2.492 4.990
O 1.824 -2.289 6.034
C -3.725 6.212 -4.131
H -4.682 5.764 -3.882
O -0.032 1.195 -3.955
H 3.198 2.329 0.105
O 0.941 -0.351 5.731
O 0.226 3.748 -8.463
N -2.932 6.288 -2.873
C 1.699 2.179 -7.630
H 3.603 -1.065 -4.098
O -3.203 6.877 1.594
C 0.864 0.993 0.657
C -3.131 3.784 2.066
H -0.922 0.398 7.283
H -2.298 4.186 2.635
S 0.865 -2.710 0.722
N -2.992 7.699 0.727
H -1.024 -1.809 -5.856
H -1.101 0.320 1.168
H 4.303 -2.707 -4.317
N 2.565 -2.596 -3.144
O -2.833 1.815 0.871
H 1.873 -2.676 -0.143
O 1.250 -7.346 0.183
H -5.418 0.723 5.993
C -0.101 -0.121 1.110
O 1.944 -1.929 -2.359
H -0.550 0.824 8.979
H 4.123 -4.748 4.629
O 3.835 0.747 1.281
O -1.825 3.586 0.178
H -1.382 2.006 7.922
H 2.171 -0.421 -0.443
H 1.186 -7.521 -2.639
H 4.468 -1.846 -2.749
O -1.872 5.704 -2.840
C 3.409 -4.843 3.816
```


[3]
Molecular formula: C12H13ClCoI2NO6Si
Method: DFT, ωB97M-V/def2-TZVPD

- LUMO energy (spin up / spin down) (eV) = -1.6 / -1.6
- electronic energy (hartree) = -3698.9177
- ΔE to the lowest compared entry with this formula, charge and spin (kcal per mole) = 0.0
- HOMO-LUMO gap (spin up / spin down) (eV) = 6.886 / 6.869
- charge = 0
- 2S+1 = 1
- highest occupied orbital energy (spin up / spin down) (eV) = -8.5 / -8.5
- largest force on an atom (eV/Å) = 0.6

The geometry in XYZ format:
```
37
C12H13ClCoI2NO6Si, DFT ωB97M-V/def2-TZVPD
C -0.702 -3.393 -1.554
Cl -1.240 -1.135 3.698
C 1.706 -0.993 -0.019
C 0.462 2.576 -1.742
N -0.517 -1.508 0.436
C -2.102 3.448 -0.311
I 4.531 -0.071 -0.389
O -1.299 -0.599 4.996
H -2.026 4.456 -0.726
O -0.616 1.182 0.512
C -1.775 -3.099 -0.757
C -1.659 -2.125 0.246
H -2.483 -1.850 0.889
C 2.827 -2.144 -1.824
H -2.722 -3.602 -0.888
H 0.758 4.729 0.715
H 1.438 2.100 -1.622
C 1.721 -2.894 -2.122
H 1.594 3.261 1.235
H -2.714 2.850 -0.990
C 0.528 -2.722 -1.374
H -0.789 -4.138 -2.334
H 3.733 -2.275 -2.401
Si -0.413 2.686 -0.092
H -0.119 1.980 -2.450
O 0.173 -1.211 3.216
H 0.622 3.561 -2.186
C 0.609 3.713 1.090
Co -0.142 -0.112 1.590
H -2.627 3.514 0.644
O -1.812 -0.180 2.693
O 1.583 -0.158 0.987
C 0.568 -1.772 -0.344
C 2.834 -1.192 -0.783
O -1.865 -2.397 3.577
I 1.812 -4.274 -3.682
H 0.123 3.786 2.066
```


[4]
Molecular formula: C7H6
Method: DFT, ωB97M-V/def2-TZVPD

- LUMO energy (eV) = 0.5
- electronic energy (hartree) = -270.0496
- ΔE to the lowest compared entry with this formula, charge and spin (kcal per mole) = 117.0
- HOMO-LUMO gap (eV) = 9.103
- charge = 0
- SMILES string = C1=C2[C@@H]3[C@@H]4[C@H](C1)[C@@]243
- 2S+1 = 1
- highest occupied orbital energy (eV) = -8.6
- largest force on an atom (eV/Å) = 2.5

The geometry in XYZ format:
```
13
C7H6, DFT ωB97M-V/def2-TZVPD
H -1.329 1.734 -0.864
C 0.656 -1.365 -0.110
C -0.883 -0.002 1.121
C 1.522 -0.074 0.190
C -0.911 0.826 -0.526
C -0.651 -1.229 0.102
H -2.780 -0.386 -0.259
H 1.193 -2.178 -0.669
C 0.269 0.835 0.359
H 2.137 0.016 1.148
C -1.708 -0.315 -0.276
H 0.458 1.897 0.601
H 2.027 0.241 -0.818
```